C5H8O3Pd as an isolated structure in a non-equilibrium geometry. Source: the Open Molecules 2025 dataset; level of theory: ωB97M-V with the def2-TZVPD basis set.

Spin multiplicity: 4
HOMO (alpha / beta), eV: -12.46 / -14.78
Charge: +1

```
17
Properties=species:S:1:pos:R:3:forces:R:3:mulliken_charge:R:1
Pd 0.49843 -0.53209 -2.27678 -2.64 -5.96 -15.68 1.135
O 1.20100 0.26919 -1.06399 6.73 7.88 11.98 -0.739
O -0.54567 0.52056 0.33426 -0.18 -1.29 -0.06 -0.232
C -1.62078 0.49809 -0.63020 -0.19 0.92 -0.24 -0.640
C -1.90920 -0.92413 -1.08662 -0.81 0.07 1.48 -0.137
O -0.77066 -1.53968 -1.59516 -4.49 -3.16 0.92 -0.715
C 0.65030 0.05745 0.04515 0.97 2.48 2.47 0.829
H -2.47770 0.91611 -0.09138 0.19 -0.11 -0.19 0.362
H -1.36055 1.17792 -1.45437 -0.16 -0.17 0.10 0.400
H -2.78528 -0.89015 -1.75912 0.55 -0.22 -0.16 0.343
H -2.22293 -1.49549 -0.19245 0.06 0.03 -0.35 0.314
C 1.46791 -0.26668 1.27431 -0.06 -0.66 0.05 -0.387
C 2.16261 0.96872 1.74586 0.00 0.42 -0.12 -0.823
H 0.78437 -0.65231 2.04165 0.22 0.06 -0.23 0.292
H 2.18865 -1.04575 0.99495 -0.09 0.13 0.08 0.321
H 3.04723 1.32959 1.22219 -0.26 -0.16 0.19 0.346
H 1.69226 1.60864 2.49170 0.16 -0.26 -0.23 0.333
```
Forces are in eV/Å.

***

A 3-piece molecular cluster, C5H8O3S overall in a non-equilibrium geometry. Source: the Open Molecules 2025 dataset; level of theory: ωB97M-V with the def2-TZVPD basis set.

ΔE to the lowest compared entry with this formula, charge and spin, kcal per mole: 85.9
HOMO, eV: -9.54

```
17
Properties=species:S:1:pos:R:3:forces:R:3:mulliken_charge:R:1
C -0.11103 3.49443 1.17724 0.18 2.06 0.55 0.207
C -0.24158 2.32479 1.14867 -0.04 -1.76 0.23 -0.755
C 0.04923 -1.52768 -1.09104 -1.01 2.75 -1.41 0.718
C -0.15829 -0.25450 -2.02826 2.26 -1.93 2.20 -0.810
C 0.28478 -2.83688 -1.76488 -0.44 -2.20 0.23 -1.052
O -0.49884 0.25599 3.61288 0.19 -0.59 -0.37 -0.381
O -0.20645 2.47216 4.49999 0.83 -0.25 -0.41 -0.395
O 0.06957 -1.29044 0.08026 0.23 -0.99 1.28 -0.518
S 0.36577 1.38375 3.74491 -0.84 0.84 1.49 0.716
H -0.00623 4.49555 1.50101 0.01 0.49 -0.50 0.390
H -0.26784 1.32185 1.46397 -0.34 -0.87 -1.01 0.221
H -0.92151 -0.52154 -2.66996 -1.84 0.05 -1.50 0.357
H 0.78464 -0.29053 -2.59779 -0.30 0.85 0.00 0.289
H -0.32799 0.60298 -1.35030 0.20 -0.38 -0.86 0.114
H -0.01744 -3.74383 -1.13092 0.26 1.49 -0.68 0.323
H 1.37672 -2.90332 -1.80597 -0.01 -0.12 -0.43 0.278
H -0.17354 -2.98277 -2.78981 0.65 0.56 1.18 0.296
```
Forces are in eV/Å.

***

C5H8O3Tm as an isolated structure in a non-equilibrium geometry. Source: the Open Molecules 2025 dataset; level of theory: ωB97M-V with the def2-TZVPD basis set.

Spin multiplicity: 3
ΔE to the lowest compared entry with this formula, charge and spin, kcal per mole: 13.8
HOMO (alpha / beta), eV: -21.11 / -21.11
Charge: +3

```
17
Properties=species:S:1:pos:R:3:forces:R:3:mulliken_charge:R:1
H 0.72914 0.26326 1.61432 -0.08 -1.46 1.40 0.298
O -0.14858 0.28221 -0.94645 0.05 1.63 -0.40 -0.219
C -0.95529 0.42765 0.18922 -0.81 -5.04 0.81 0.930
O -1.80972 1.29630 0.25593 -0.48 2.70 -1.37 -0.466
Tm -2.11194 2.89564 -1.45856 0.65 -1.77 1.45 1.993
O -0.86606 -0.65508 0.88986 -2.03 2.26 -2.56 -0.157
C 0.03718 -0.57173 2.01925 2.14 2.06 1.11 -0.004
C -0.28065 1.18127 -1.87983 0.41 -0.44 -0.27 0.163
C 0.62326 0.97206 -2.99955 -0.33 1.02 0.07 -0.915
H 1.54927 0.44507 -2.74631 -0.17 -0.12 0.00 0.337
H 0.03026 0.37731 -3.72320 0.04 -0.19 -0.15 0.422
H 0.80296 1.93005 -3.50753 0.15 -0.25 -0.12 0.355
C 0.62924 -1.92038 2.29322 0.29 -0.25 0.54 -1.047
H -0.54235 -0.14759 2.84878 0.16 -0.19 -0.20 0.309
H 0.30042 -2.65858 1.55262 0.16 0.19 0.14 0.338
H 0.28786 -2.24627 3.28558 0.16 -0.06 -0.35 0.336
H 1.72501 -1.87121 2.31266 -0.31 -0.10 -0.09 0.330
```
Forces are in eV/Å.

***

One molecule with the formula C5H8O4 in a non-equilibrium geometry. Source: the Open Molecules 2025 dataset; level of theory: ωB97M-V with the def2-TZVPD basis set.

ΔE to the lowest compared entry with this formula, charge and spin, kcal per mole: 84.5
HOMO, eV: -9.18

```
17
Properties=species:S:1:pos:R:3:forces:R:3:mulliken_charge:R:1
C -2.53953 -0.43570 -0.43448 -0.25 0.35 0.60 -0.901
C -1.60863 0.49570 -0.56567 2.28 0.77 0.28 -0.444
C -0.26523 0.65528 0.21901 -0.69 -4.13 -0.26 0.863
O 0.34269 1.83606 0.36959 0.19 2.47 1.03 -0.570
O -0.12720 -0.11995 1.39712 0.23 -0.44 0.15 -0.545
C 0.70364 -0.62287 0.30746 -6.37 1.42 -0.06 0.651
O 0.19032 -1.77732 -0.19637 -0.85 -0.99 0.23 -0.576
C 2.09063 -0.30023 0.30888 3.66 -2.92 -1.32 -0.509
O 2.44187 0.23646 -0.95579 0.29 -0.04 0.15 -0.500
H -3.32147 -0.39266 -1.14454 -0.72 -0.14 -0.76 0.237
H -2.75158 -1.13183 0.36882 0.65 0.05 0.25 0.382
H -1.66786 1.13100 -1.46222 0.09 -0.12 0.54 0.246
H 0.31842 2.04088 1.34621 -0.01 -0.12 -1.42 0.385
H -0.82124 -1.85249 -0.04486 2.59 0.65 -0.34 0.366
H 2.78730 -1.28494 0.29491 -1.64 2.24 1.06 0.285
H 2.20489 0.43939 1.08367 0.81 -0.21 0.57 0.298
H 2.02297 1.08321 -0.89175 -0.26 1.18 -0.72 0.332
```
Forces are in eV/Å.

***

C5H8O4Tl as an isolated structure in a non-equilibrium geometry. Source: the Open Molecules 2025 dataset; level of theory: ωB97M-V with the def2-TZVPD basis set.

HOMO, eV: -12.86
Charge: +1

```
18
Properties=species:S:1:pos:R:3:forces:R:3:mulliken_charge:R:1
H 0.02827 -0.01289 -2.73485 0.18 0.26 0.11 0.345
Tl 0.06843 -1.00340 0.45566 0.55 -0.17 1.23 1.086
O -0.67013 1.89801 -2.57644 0.15 -1.63 0.82 -0.362
O -0.83787 0.37071 -0.93857 -1.02 0.40 0.45 -0.260
C -2.26511 0.39082 -0.62747 -1.09 0.29 -0.18 -0.429
C -2.41730 0.07361 0.85261 -1.28 1.71 -0.43 -0.432
O -1.64607 -1.02321 1.20201 -2.62 -0.60 1.17 -0.431
C -0.45719 0.79522 -2.16163 0.30 1.97 -2.89 0.182
H -2.66296 1.37496 -0.89669 0.13 -0.22 0.16 0.429
H -2.74240 -0.38731 -1.23747 0.19 0.16 0.05 0.333
H -3.49637 -0.10950 1.02016 0.54 -0.24 0.01 0.357
H -2.17865 0.98373 1.43860 0.16 -0.48 -0.07 0.295
C 3.51385 0.08030 0.97809 -0.70 -1.01 -0.04 -0.733
C 2.95111 -1.13875 1.09969 3.29 2.34 1.36 0.280
O 1.80719 -1.54690 0.59157 1.98 -2.66 -1.31 -0.360
H 4.48394 0.27512 1.43697 -0.39 -0.08 -0.19 0.250
H 3.49132 -1.90285 1.68429 -0.54 0.12 -0.42 0.309
H 3.02993 0.88233 0.41346 0.15 -0.17 0.18 0.140
```
Forces are in eV/Å.

***

One molecule with the formula C5H8OS in a non-equilibrium geometry. Source: the Open Molecules 2025 dataset; level of theory: ωB97M-V with the def2-TZVPD basis set.

ΔE to the lowest compared entry with this formula, charge and spin, kcal per mole: 138.0
HOMO, eV: -7.82

```
15
Properties=species:S:1:pos:R:3:forces:R:3:mulliken_charge:R:1
C -0.28087 0.79001 1.38662 0.00 3.69 1.52 -0.037
C 0.00287 1.69064 0.31855 -1.14 -0.44 3.25 -0.293
S 0.42011 1.71629 -1.34789 0.26 -1.17 -1.77 -0.086
C 0.30258 -0.16495 -1.83041 2.13 -0.23 -1.34 -0.472
C 0.38654 -0.65948 -0.34630 -3.13 0.65 -1.45 -0.633
C -0.29035 -1.54944 0.75256 2.25 -1.41 -3.00 -0.326
O -0.69216 -0.52919 1.58573 0.52 0.90 2.00 -0.384
H -0.33385 1.24458 2.48133 -0.09 -0.57 -2.66 0.267
H -0.04440 2.78358 0.51277 0.15 -0.76 0.81 0.224
H 1.19495 -0.32337 -2.64862 -2.06 0.18 2.18 0.305
H -0.67596 -0.39236 -2.33358 0.94 0.26 0.62 0.284
H -0.53260 0.07217 -0.28817 1.69 -1.90 0.39 0.137
H 1.22952 -0.25317 0.21410 0.13 -0.05 -0.82 0.463
H 0.48430 -2.33603 1.04764 -0.93 1.31 0.85 0.253
H -1.17068 -2.08928 0.49567 -0.71 -0.46 -0.61 0.298
```
Forces are in eV/Å.

***

C5H8OS as an isolated structure in a non-equilibrium geometry. Source: the Open Molecules 2025 dataset; level of theory: ωB97M-V with the def2-TZVPD basis set.

ΔE to the lowest compared entry with this formula, charge and spin, kcal per mole: 100.2
HOMO, eV: -9.37

```
15
Properties=species:S:1:pos:R:3:forces:R:3:mulliken_charge:R:1
C 2.02122 -1.06059 0.02312 1.88 -1.80 0.44 -0.794
C 1.09352 0.06894 0.11274 -1.67 0.96 -0.59 -0.300
C -0.24640 0.19632 0.02865 -1.21 -2.74 -0.91 0.771
C -0.90127 1.55908 -0.12173 0.30 -0.10 0.35 -1.670
C -1.18281 -1.12591 -0.12713 3.42 -0.22 1.67 0.475
H 2.09520 -1.61956 1.44861 0.04 1.40 -4.57 0.215
H 3.21383 -0.52944 -0.35897 -3.79 -2.23 1.40 0.247
H 1.52046 -1.88416 -0.80983 1.99 2.08 2.86 0.255
H 1.46544 1.07116 0.07326 1.16 0.36 0.35 0.185
H -1.69064 1.54114 -0.96861 1.54 0.69 1.45 0.476
H -1.20150 2.00498 0.86413 -0.80 -0.74 -0.83 0.376
H -0.04535 2.19887 -0.27540 -0.04 0.60 -1.06 0.387
H -2.58824 0.58639 0.14200 -0.81 -0.96 0.18 0.126
O -0.67801 -2.26079 -0.12407 -1.68 2.56 -0.51 -0.562
S -2.87546 -0.74644 0.09324 -0.34 0.13 -0.23 -0.185
```
Forces are in eV/Å.

***

One molecule with the formula C5H8OS2 in a non-equilibrium geometry. Source: the Open Molecules 2025 dataset; level of theory: ωB97M-V with the def2-TZVPD basis set.

ΔE to the lowest compared entry with this formula, charge and spin, kcal per mole: 82.1
HOMO, eV: -8.88

```
16
Properties=species:S:1:pos:R:3:forces:R:3:mulliken_charge:R:1
O 2.01449 -1.56302 -0.16351 -0.24 0.50 0.59 -0.529
C 1.11769 -0.73600 0.66747 1.30 -0.31 0.05 -0.555
C 0.55412 0.29816 -0.31834 -0.97 1.03 1.03 0.559
C -0.38192 -0.41127 -1.27830 0.20 1.26 0.80 -0.884
S -2.03524 -0.31597 -0.38179 -0.30 -0.89 -0.24 -0.123
C -1.56880 0.93401 0.89063 2.57 -0.49 0.08 -0.444
C -0.42572 1.49486 0.03141 2.35 -0.90 -0.65 -0.743
S 1.40281 1.90886 -0.39913 -1.17 -0.57 0.78 -0.132
H 2.16566 -2.41067 0.28385 -0.14 0.46 -0.07 0.299
H 1.70303 -0.42645 1.62407 -1.33 -0.02 -1.73 0.283
H 0.27819 -1.38504 0.86356 -0.41 -0.16 0.87 0.375
H -0.13760 -1.39820 -1.53875 0.25 -1.38 -0.11 0.432
H -0.36740 0.20288 -2.13065 -0.59 0.51 -1.47 0.416
H -1.05139 0.42331 1.76230 -1.54 0.85 -0.48 0.246
H -2.42600 1.59794 1.00499 0.28 -0.17 0.58 0.372
H -0.84191 1.78658 -0.91783 -0.27 0.26 -0.01 0.427
```
Forces are in eV/Å.